{"formula": "C3H9N2O", "method": "ωB97M-V/def2-TZVPD", "symbols": ["C", "C", "C", "N", "N", "O", "H", "H", "H", "H", "H", "H", "H", "H", "H"], "xyz": [[1.44, -0.23, 0.60], [-0.79, -0.84, 0.81], [-0.43, 1.07, -0.65], [-0.43, -0.21, -2.30], [0.07, 0.34, 0.51], [-0.57, 0.43, -3.28], [1.39, -1.03, -0.05], [2.24, 0.34, 0.37], [1.37, -0.54, 1.61], [-0.97, -1.46, -0.17], [-0.24, -1.51, 1.51], [-1.80, -0.55, 1.22], [0.18, 1.93, -1.08], [-1.47, 1.29, -0.42], [0.02, 0.96, 1.31]], "largest_force_ha_per_bohr": 0.091, "charge": 1, "homo_lumo_gap_ev": 8.47, "relative_energy_ev": 6.094, "molar_mass_g_mol": 89.12, "e_tot_ev": -8272.980}


{"formula": "C13H19FN5O4", "method": "ωB97M-V/def2-TZVPD", "symbols": ["C", "C", "O", "C", "O", "N", "C", "N", "C", "C", "C", "O", "O", "N", "N", "N", "H", "H", "H", "H", "H", "H", "H", "H", "H", "H", "H", "H", "H", "H", "F", "C", "C", "C", "C", "C", "C", "H", "H", "H", "H", "H"], "xyz": [[5.91, -0.71, 0.12], [5.53, 0.60, 0.86], [6.64, 1.22, 1.48], [4.39, 0.23, 1.88], [3.15, 0.26, 1.13], [2.46, -0.93, 1.23], [1.16, -0.94, 0.94], [0.50, -2.15, 1.08], [-0.75, -1.82, 0.75], [-1.78, -2.96, 0.83], [-3.21, -2.38, 0.71], [-3.82, -2.37, -0.30], [-3.74, -1.85, 1.86], [-0.89, -0.53, 0.41], [0.35, 0.02, 0.53], [0.66, 1.36, 0.30], [4.99, -1.22, -0.24], [6.41, -1.39, 0.83], [6.55, -0.47, -0.75], [5.09, 1.30, 0.11], [6.26, 1.85, 2.12], [4.32, 0.98, 2.69], [4.57, -0.75, 2.36], [2.87, -1.81, 1.50], [-1.54, -3.69, 0.04], [-1.66, -3.42, 1.83], [-3.38, -2.34, 2.62], [-1.75, -0.04, 0.13], [-0.18, 1.89, 0.05], [1.07, 1.73, 1.16], [-2.83, 1.34, -0.02], [-3.52, 1.51, -1.20], [-3.88, 0.41, -1.94], [-4.58, 0.60, -3.13], [-4.88, 1.88, -3.56], [-4.50, 2.98, -2.80], [-3.82, 2.80, -1.61], [-3.63, -0.58, -1.59], [-4.88, -0.26, -3.72], [-5.42, 2.02, -4.49], [-4.73, 3.98, -3.14], [-3.52, 3.64, -1.00]], "largest_force_ha_per_bohr": 0.050, "charge": 1, "homo_lumo_gap_ev": 9.47, "molar_mass_g_mol": 328.32, "e_tot_ev": -32137.311}


{"formula": "C3H2N3O", "method": "ωB97M-V/def2-TZVPD", "symbols": ["C", "C", "C", "N", "N", "N", "O", "H", "H"], "xyz": [[0.92, 0.00, -0.17], [-0.38, 0.41, -0.18], [0.82, 1.76, -1.10], [1.19, 4.32, -2.71], [1.72, 0.94, -0.82], [0.98, 3.42, -2.14], [-0.43, 1.61, -0.82], [1.38, -0.89, 0.24], [-1.31, 0.01, 0.19]], "largest_force_ha_per_bohr": 0.054, "charge": 1, "homo_lumo_gap_ev": 8.37, "relative_energy_ev": 1.959, "molar_mass_g_mol": 96.07, "e_tot_ev": -9649.564}


{"formula": "C5H8N2O", "method": "ωB97M-V/def2-TZVPD", "symbols": ["C", "C", "C", "C", "C", "O", "N", "N", "H", "H", "H", "H", "H", "H", "H", "H"], "xyz": [[-0.95, 0.45, -1.89], [-0.09, -0.55, 0.09], [1.13, -1.07, 0.68], [0.95, 1.71, 0.92], [-1.31, -1.02, 0.51], [0.16, -0.13, -1.19], [0.29, 0.81, 1.49], [1.83, -1.55, 1.53], [2.65, -2.13, 1.41], [-1.52, 1.12, -1.24], [-0.52, 1.00, -2.72], [-1.62, -0.32, -2.28], [1.41, 1.59, -0.08], [1.08, 2.68, 1.40], [-1.51, -1.12, 1.57], [-2.00, -1.45, -0.20]], "largest_force_ha_per_bohr": 0.015, "homo_lumo_gap_ev": [6.64, 7.13], "relative_energy_ev": 6.782, "molar_mass_g_mol": 112.13, "e_tot_ev": -10335.944}


{"formula": "C24H23ClOPRu", "method": "ωB97M-V/def2-TZVPD", "symbols": ["C", "C", "C", "H", "C", "C", "H", "H", "H", "H", "Ru", "Cl", "P", "C", "C", "H", "C", "H", "C", "H", "C", "H", "C", "H", "C", "C", "H", "C", "H", "C", "H", "C", "H", "C", "H", "C", "C", "H", "C", "H", "C", "H", "C", "H", "C", "H", "C", "O", "H", "H", "H"], "xyz": [[-0.90, -1.80, 0.88], [-0.85, -1.55, -0.55], [0.55, -1.73, -0.96], [-1.70, -1.40, -1.22], [1.31, -1.99, 0.25], [0.41, -2.06, 1.34], [0.69, -2.31, 2.36], [-1.83, -1.87, 1.45], [0.90, -1.82, -2.00], [2.37, -2.20, 0.27], [0.31, 0.23, -0.13], [2.29, 0.57, -1.09], [0.05, 0.31, -3.34], [1.12, -0.77, -4.40], [0.68, -1.42, -5.56], [-0.36, -1.37, -5.87], [1.59, -2.14, -6.36], [1.23, -2.63, -7.26], [2.94, -2.20, -5.99], [3.64, -2.76, -6.61], [3.39, -1.56, -4.83], [4.44, -1.61, -4.54], [2.48, -0.85, -4.04], [2.83, -0.35, -3.14], [-1.57, -0.09, -4.14], [-2.15, -1.32, -3.78], [-1.64, -1.99, -3.10], [-3.38, -1.71, -4.33], [-3.84, -2.65, -4.01], [-4.00, -0.89, -5.29], [-4.95, -1.20, -5.72], [-3.40, 0.30, -5.69], [-3.87, 0.93, -6.46], [-2.20, 0.71, -5.11], [-1.74, 1.64, -5.43], [0.42, 1.91, -4.20], [1.09, 2.05, -5.43], [1.50, 1.18, -5.95], [1.22, 3.32, -6.01], [1.73, 3.42, -6.98], [0.69, 4.44, -5.36], [0.79, 5.42, -5.82], [0.04, 4.31, -4.13], [-0.37, 5.19, -3.62], [-0.09, 3.05, -3.55], [-0.60, 2.94, -2.59], [-0.34, 1.00, 2.72], [-0.37, 1.25, 1.31], [-0.81, 1.89, 3.11], [0.67, 0.91, 3.11], [-0.93, 0.11, 2.96]], "largest_force_ha_per_bohr": 0.047, "charge": 1, "homo_lumo_gap_ev": [6.23, 2.57], "relative_energy_ev": 1.807, "molar_mass_g_mol": 494.94, "multiplicity": 5, "e_tot_ev": -51690.283}


{"formula": "C30H70Br9NO17P4", "method": "ωB97M-V/def2-TZVPD", "symbols": ["C", "O", "N", "C", "C", "H", "H", "H", "H", "H", "H", "H", "C", "Br", "Br", "Br", "H", "C", "Br", "Br", "Br", "H", "C", "Br", "Br", "Br", "H", "C", "C", "O", "P", "O", "O", "C", "C", "O", "C", "C", "H", "H", "H", "H", "H", "H", "H", "H", "H", "H", "H", "H", "H", "H", "H", "C", "C", "O", "P", "O", "O", "C", "C", "O", "C", "C", "H", "H", "H", "H", "H", "H", "H", "H", "H", "H", "H", "H", "H", "H", "H", "C", "C", "O", "P", "O", "O", "C", "C", "O", "C", "C", "H", "H", "H", "H", "H", "H", "H", "H", "H", "H", "H", "H", "H", "H", "H", "C", "C", "O", "P", "O", "O", "C", "C", "O", "C", "C", "H", "H", "H", "H", "H", "H", "H", "H", "H", "H", "H", "H", "H", "H", "H"], "xyz": [[8.72, -3.63, 15.14], [9.84, -3.59, 14.81], [7.75, -3.13, 14.43], [6.44, -3.48, 14.89], [7.81, -2.32, 13.19], [8.38, -4.24, 15.99], [5.76, -2.65, 14.75], [6.26, -3.92, 15.87], [5.99, -4.26, 14.27], [8.78, -2.40, 12.71], [7.15, -2.77, 12.45], [7.46, -1.31, 13.41], [3.99, -0.31, 17.05], [4.00, 1.43, 17.98], [3.99, -1.79, 18.32], [5.36, -0.19, 15.63], [3.06, -0.41, 16.48], [6.15, -8.28, 14.35], [5.87, -7.41, 16.02], [6.05, -6.79, 13.13], [4.90, -9.68, 13.77], [7.06, -8.87, 14.42], [10.25, -1.53, 10.45], [11.80, -0.65, 9.41], [9.77, -3.32, 9.67], [8.69, -0.30, 10.25], [10.48, -1.53, 11.52], [8.50, -4.40, 22.17], [9.68, -4.95, 21.51], [9.25, -5.87, 20.60], [9.54, -5.74, 18.98], [9.06, -4.53, 18.26], [11.20, -5.87, 18.84], [11.80, -6.15, 17.62], [13.30, -5.75, 17.63], [8.91, -7.13, 18.33], [9.25, -8.45, 18.85], [8.11, -9.32, 18.77], [7.70, -5.15, 22.19], [8.69, -4.02, 23.17], [8.08, -3.58, 21.58], [10.33, -4.23, 21.01], [10.38, -5.33, 22.25], [11.56, -7.19, 17.39], [11.34, -5.55, 16.83], [13.69, -5.74, 16.61], [13.64, -4.74, 17.85], [13.91, -6.46, 18.18], [10.13, -8.84, 18.34], [9.48, -8.29, 19.90], [8.33, -10.30, 19.19], [7.33, -8.90, 19.41], [7.74, -9.44, 17.75], [5.80, -8.39, 9.58], [7.28, -8.50, 9.17], [7.94, -9.34, 10.22], [8.90, -8.75, 11.39], [8.71, -9.38, 12.72], [10.44, -8.87, 10.80], [10.98, -10.00, 10.16], [12.13, -10.55, 10.96], [8.73, -7.12, 11.40], [9.63, -6.33, 12.28], [9.71, -6.81, 13.69], [5.58, -7.47, 10.14], [5.14, -8.32, 8.72], [5.49, -9.16, 10.28], [7.51, -9.00, 8.23], [7.76, -7.53, 9.12], [10.36, -10.90, 10.11], [11.40, -9.84, 9.17], [12.85, -9.76, 10.77], [11.80, -10.75, 11.98], [12.60, -11.40, 10.47], [10.65, -6.21, 11.90], [9.27, -5.30, 12.27], [10.25, -6.09, 14.31], [8.70, -6.78, 14.10], [10.07, -7.84, 13.74], [13.48, -2.21, 15.32], [12.89, -1.16, 16.35], [13.25, 0.10, 15.87], [12.96, 1.45, 16.85], [13.67, 2.71, 16.39], [11.35, 1.46, 16.81], [10.81, 1.39, 15.45], [9.34, 1.16, 15.48], [13.37, 1.15, 18.36], [12.37, 0.73, 19.29], [12.87, 0.82, 20.74], [14.56, -2.16, 15.26], [13.18, -3.24, 15.53], [13.07, -2.09, 14.31], [11.81, -1.12, 16.41], [13.43, -1.24, 17.29], [11.14, 2.30, 14.93], [11.09, 0.49, 14.91], [8.95, 0.24, 15.90], [8.67, 1.99, 15.72], [9.06, 0.86, 14.47], [11.49, 1.37, 19.16], [12.03, -0.26, 19.01], [13.71, 0.13, 20.81], [13.22, 1.81, 21.05], [12.13, 0.37, 21.40], [4.81, -1.87, 10.70], [4.11, -3.23, 10.70], [3.82, -3.62, 9.37], [2.23, -3.56, 8.89], [1.31, -4.41, 9.63], [1.91, -1.98, 8.95], [0.66, -1.53, 8.33], [0.57, -0.10, 8.98], [2.27, -3.92, 7.33], [2.50, -5.33, 7.03], [3.96, -5.59, 6.72], [4.71, -1.39, 11.68], [5.85, -1.86, 10.39], [4.39, -1.20, 9.96], [4.91, -3.96, 10.80], [3.39, -3.58, 11.44], [0.75, -1.48, 7.24], [-0.09, -2.21, 8.73], [0.89, -0.12, 10.02], [1.10, 0.72, 8.50], [-0.51, 0.06, 9.02], [2.16, -6.06, 7.76], [2.08, -5.60, 6.06], [4.71, -5.52, 7.51], [4.12, -6.58, 6.29], [4.34, -4.97, 5.90]], "largest_force_ha_per_bohr": 0.108, "homo_lumo_gap_ev": 8.45, "relative_energy_ev": 5.542, "molar_mass_g_mol": 1559.91, "e_tot_ev": -736085.701}